[1]
46
Properties=species:S:1:pos:R:3:forces:R:3:nbo_charge:R:1 method="wB97M-V/def2-TZVPD" total_charge=-1 orbital_gap_ha=0.22328 lumo_energy_ev=2.1 relative_energy_kcal_mol=13.6 energy_ha=-10912.70745
Sb -6.117282 -0.374461 9.513554 -0.2 0.4 -0.5 1.12
Se -5.158193 0.070511 11.788057 0.5 0.2 0.3 -0.75
Se -8.370784 -0.660426 10.577694 -0.4 0.0 0.5 -0.76
Se -5.525653 -2.576017 8.861139 0.5 -0.7 -0.7 -0.81
Se -5.803700 1.440609 7.966224 -0.1 -0.1 0.2 -0.72
Al -7.111752 -0.871691 12.721732 -0.4 0.4 -0.1 1.47
N -5.903311 -0.330826 14.741059 1.4 0.3 0.4 -0.49
N -7.055702 -5.503645 13.188305 0.0 0.4 1.5 -0.42
N -7.011089 -2.886979 13.052420 0.9 0.0 -0.6 -0.60
C -6.015983 -3.494332 12.132300 1.1 -0.6 -0.2 -0.32
C -6.758518 0.047614 15.701097 0.7 -0.5 -0.8 0.19
C -10.455652 -0.322530 16.194648 -0.1 -0.1 1.2 -0.22
C -6.277188 0.518917 16.898190 -0.9 0.8 1.7 -0.24
C -8.554200 -0.552297 14.103141 0.7 0.8 0.2 -0.56
C -4.944943 0.643666 17.169967 1.0 0.0 0.1 -0.16
C -8.343581 -3.475457 12.706854 -0.8 0.3 2.2 -0.26
C -9.076342 -0.166429 16.480635 -1.6 1.3 0.0 -0.24
C -9.903908 -0.706460 13.874977 -1.0 0.1 1.4 -0.19
C -4.042989 0.284598 16.199001 -1.0 -1.0 -2.6 -0.27
C -4.555735 -0.187114 14.968211 -1.9 0.0 0.5 0.07
C -6.970558 -4.845757 14.530756 -0.1 1.1 -0.8 -0.25
C -6.587413 -3.311414 14.429012 -2.0 -0.3 -0.3 -0.24
C -8.241963 -4.997162 12.527680 0.0 0.7 -0.6 -0.25
C -8.182337 -0.151492 15.407630 -0.3 -1.1 0.7 -0.02
C -5.917549 -5.034281 12.442883 1.1 0.7 -0.7 -0.25
C -10.870854 -0.588212 14.907904 0.6 0.2 -0.8 -0.22
H -10.282028 -0.920393 12.907059 -0.1 -0.2 -0.9 0.22
H -7.940680 -4.925595 15.000525 -0.2 -0.2 0.3 0.20
H -9.013837 -3.196744 13.573603 0.6 -0.4 -0.9 0.21
H -5.022879 -5.202716 13.036227 0.1 -0.2 0.2 0.19
H -5.756489 -5.609955 11.517947 -0.3 0.2 0.2 0.22
H -11.928814 -0.633326 14.652147 0.2 -0.2 0.1 0.21
H -3.987465 -0.461147 14.085075 0.4 0.0 0.4 0.24
H -5.022417 -3.002226 12.273704 -0.8 -0.3 0.0 0.23
H -8.854352 0.200796 17.511315 0.2 -0.7 -1.0 0.20
H -2.993664 0.321568 16.262089 1.1 0.2 0.5 0.22
H -7.191130 -2.666148 15.123270 0.8 -0.8 -0.3 0.23
H -9.152507 -5.482219 12.877771 0.0 -0.1 0.0 0.20
H -6.239805 -3.317562 11.073185 -0.4 0.1 0.4 0.29
H -6.970510 0.824750 17.681332 0.1 -0.1 -0.3 0.21
H -8.103775 -5.162315 11.458676 -0.3 -0.4 0.0 0.21
H -11.218359 -0.236275 17.018729 1.0 -0.1 -0.9 0.20
H -6.209493 -5.303156 15.116219 0.5 -0.8 0.5 0.20
H -4.532165 1.006511 18.105673 -0.5 0.0 0.1 0.22
H -5.515683 -3.151863 14.551538 -0.2 0.2 -0.1 0.21
H -8.736604 -2.966058 11.846457 0.0 0.1 -0.5 0.27

***

[2]
87
Properties=species:S:1:pos:R:3:forces:R:3:lowdin_charge:R:1 method="wB97M-V/def2-TZVPD" total_charge=0 orbital_gap_ha=0.35891 lumo_energy_ev=0.1 energy_ha=-20661.21778
I 4.651741 -3.017411 0.513844 -0.5 -0.1 0.1 0.86
Cl -9.365556 -0.178490 -0.518840 0.0 0.0 0.0 0.53
Cl 3.236289 2.605514 1.333242 0.1 0.0 0.0 0.53
Cl -6.542821 -0.366857 4.006984 0.1 0.0 0.0 0.54
Cl 1.100665 2.012793 -4.222696 -0.2 0.2 -0.6 0.59
Cl 9.654112 5.277242 -3.973925 0.2 0.2 0.0 0.51
Cl 3.405083 1.289846 7.792429 0.0 0.0 -0.1 0.53
Cl -11.948485 -4.625471 7.239745 0.0 0.0 -0.1 0.52
Cl -4.662335 -1.001407 -3.033300 0.1 0.0 0.0 0.53
Cl 4.764937 1.104711 -0.623342 0.1 0.2 0.1 0.50
Cl -1.654835 0.563938 3.897802 0.1 -0.4 0.0 0.50
Cl 10.192697 4.758839 -1.167149 0.0 0.0 -0.1 0.52
Cl -3.994670 -0.103816 -5.708208 0.1 0.0 0.1 0.53
Cl 3.612334 3.683823 -1.337262 -0.1 0.1 0.4 0.50
Cl -1.915322 -2.303905 3.520073 0.2 0.0 0.0 0.52
Cl 7.636009 2.638819 -3.428483 -0.2 -0.1 0.0 0.49
Cl -5.043677 -2.130550 2.253749 -0.1 0.1 -0.1 0.50
Cl -13.212977 -3.639801 0.442564 0.1 0.1 0.0 0.52
Cl -1.585404 1.912636 -3.103912 0.0 0.0 -0.1 0.59
Cl -11.389051 -3.008550 2.615122 0.1 0.1 -0.1 0.51
Cl 7.122294 -3.245807 -1.782660 0.3 -0.1 -0.2 0.45
Cl 2.590654 0.230281 5.210420 0.0 0.1 0.0 0.54
Cl -13.306682 -1.024420 1.703911 0.1 -0.1 -0.1 0.52
Cl -3.917580 2.866693 2.705556 0.0 0.1 -0.1 0.52
Cl 4.790782 2.352233 -3.968451 0.2 0.0 -0.3 0.48
Cl -7.186318 1.611551 -1.195351 -0.1 0.1 -0.4 0.49
Cl -5.876555 0.487306 1.310317 0.1 -0.2 0.3 0.47
Cl 11.928485 3.641343 -3.213243 0.0 0.0 0.0 0.53
Cl 12.003260 -1.118676 -2.823277 0.0 0.1 0.0 0.52
Cl 8.144250 -1.106436 -3.457476 -0.2 -0.1 -0.2 0.50
Cl -10.201297 -6.653748 6.112602 0.0 0.1 -0.1 0.52
Cl 9.999823 -0.383086 -0.854103 0.2 0.1 0.1 0.50
Cl -3.136555 -2.733445 -4.799839 0.1 0.1 0.0 0.55
Cl -2.086614 3.503073 4.870902 0.0 0.3 0.0 0.50
Cl -9.638850 -3.838917 5.662486 -0.1 0.0 -0.1 0.50
Cl -1.157654 3.018074 -5.748728 0.0 -0.1 0.0 0.54
Cl 0.594028 1.248175 7.055915 0.3 0.3 0.0 0.50
Cl 5.308946 -1.240119 -2.831499 0.1 -0.1 -0.2 0.49
Cl 12.822993 -0.175611 -0.199757 0.0 0.1 -0.1 0.52
Cl -3.998039 5.489098 3.952816 0.1 0.0 -0.1 0.53
Cl 6.736554 1.706636 -6.028064 0.0 0.1 0.0 0.53
Cl -1.141030 -1.238309 6.111412 -0.2 -0.3 -0.2 0.51
Cl -9.931350 2.422884 -1.682264 0.0 -0.1 0.0 0.53
O -0.493633 -1.251578 -2.188045 0.4 -0.8 1.8 0.18
O 2.332991 -1.923999 1.970735 -0.1 2.0 1.8 0.03
O 1.796160 -1.977740 -1.644035 -1.8 0.4 1.6 0.24
O -0.006356 -3.546051 -1.664121 -0.4 1.6 2.0 0.22
C -10.906374 -5.050904 5.878392 0.1 0.0 0.1 -1.56
C 1.180617 0.560272 -1.323143 -0.3 -0.6 0.8 -0.02
C 10.909168 5.013568 -2.761730 -0.1 -0.1 0.0 -1.54
C 6.775696 -2.172326 -3.146115 0.0 0.1 0.1 -1.50
C 11.613033 -0.038005 -1.480263 0.0 -0.1 0.1 -1.55
C 1.476187 -3.546633 0.485172 0.4 0.3 0.3 -0.03
C -5.344664 -0.450839 2.712421 0.0 0.0 0.0 -1.55
C 2.611589 -2.708388 1.163720 -0.9 -2.3 -1.9 -0.84
C -12.264823 -2.367290 1.219309 -0.1 0.0 0.0 -1.55
C 2.248002 1.428678 6.464089 -0.1 -0.1 0.1 -1.53
C 6.368327 2.755220 -4.653465 0.0 -0.2 0.0 -1.52
C -2.962848 4.140198 3.475252 -0.1 0.0 0.2 -1.53
C -0.619566 1.809019 -4.580703 0.0 0.2 0.0 -1.51
C -3.457706 -1.062417 -4.321890 -0.1 0.0 0.0 -1.56
C -8.803942 1.064561 -1.642575 0.0 0.1 0.1 -1.53
C 4.338862 2.717735 -0.044537 -0.1 -0.1 0.0 -1.51
C -1.035055 -1.023339 4.363995 0.0 -0.1 0.0 -1.52
B 1.113266 -3.009907 -0.970676 0.6 -1.1 -1.6 -0.54
B -0.941353 -2.471112 -1.627939 0.8 -0.5 -1.9 -0.31
B 0.823893 -0.936022 -1.743290 0.5 0.8 -1.2 -0.52
H -8.756533 0.632062 -2.634782 0.0 0.0 0.1 0.02
H 6.331850 3.778995 -5.006636 0.0 -0.1 0.0 0.02
H -2.238885 4.504337 2.756103 0.0 0.0 0.0 0.02
H -4.416225 -0.023958 3.078474 0.0 -0.1 0.0 -0.05
H 11.532257 5.898624 -2.718214 0.0 -0.1 0.0 0.01
H 0.008223 -1.080550 4.076664 0.0 0.0 0.0 -0.01
H -2.033940 -2.609256 -1.184061 0.0 0.1 -0.1 0.12
H 1.658082 1.163046 -2.126305 -0.2 -0.6 1.0 -0.02
H 6.607946 -2.781562 -4.026118 0.0 0.0 0.1 0.02
H 0.571347 -3.366239 1.123956 0.6 -0.1 -0.4 0.13
H 1.817313 0.496054 -0.402470 -0.2 0.2 -0.9 0.05
H -11.538587 -1.995857 0.500706 -0.1 -0.1 0.1 -0.02
H 11.622681 0.979557 -1.848883 0.0 0.0 0.0 -0.03
H 0.236134 1.053962 -0.996084 0.6 -0.1 -0.5 0.06
H -2.535695 -0.632817 -3.944952 -0.1 0.0 0.0 -0.04
H -11.512332 -5.073511 4.980042 0.0 0.0 0.0 -0.01
H 5.245041 3.212716 0.283575 -0.1 0.0 0.0 0.02
H 2.347738 2.415299 6.027654 0.0 -0.1 0.0 0.01
H -0.760222 0.826726 -5.017933 0.0 0.0 0.0 0.01
H 1.660053 -4.641005 0.528644 0.1 0.7 -0.2 0.13